ORCA calculation (ωB97M-V with the def2-TZVPD basis set) on a structure of composition C41H51AsF3HgN7O4S2SbSi3.

The geometry in XYZ format:
```
114
Properties=species:S:1:pos:R:3:lowdin_charge:R:1
Hg 0.27429 -0.23669 -0.17692 0.835
C 1.61139 -3.10734 -3.60691 -0.061
C 1.18775 -1.89467 -2.82807 -0.347
N 0.38903 -1.97837 -1.77023 -0.146
N -0.10066 -3.19948 -1.40501 -0.033
C -0.99333 -3.16352 -0.47218 -0.886
N -1.56075 -4.39187 -0.10469 0.016
S -1.61263 -1.78282 0.41367 0.530
C 1.60370 -0.59569 -3.22156 -0.269
C 2.48041 -0.36916 -4.32280 -0.057
C 2.88765 0.89786 -4.63335 -0.121
C 2.44598 1.98688 -3.85171 -0.118
C 1.59252 1.70120 -2.80509 -0.229
N 1.14838 0.48736 -2.49841 0.011
H 1.00050 -3.95826 -3.31610 0.048
H 2.65941 -3.35954 -3.41109 0.076
H 1.50834 -2.94908 -4.68331 0.063
H -0.95571 -5.16056 -0.36183 0.068
H -1.82811 -4.41521 0.86830 0.041
H 2.84289 -1.21056 -4.89877 0.086
H 3.56384 1.05859 -5.46593 0.087
H 2.77837 2.99964 -4.02888 0.083
H 1.24341 2.50353 -2.15946 0.086
O -1.32006 2.63751 5.68204 0.090
C -1.54740 3.43333 4.66525 -0.530
O -2.01082 4.55184 4.79641 0.045
C -1.23944 2.90808 3.30468 -0.052
C -1.47704 3.64616 2.16664 -0.029
N -1.12044 2.87665 1.12692 0.003
N -0.66254 1.68043 1.50509 0.058
C -0.71103 1.67644 2.82711 -0.126
C -0.20138 0.46906 3.58561 -0.565
O -0.26791 0.53785 4.84563 0.003
O 0.23858 -0.47218 2.91460 -0.151
H -0.95140 1.71461 5.35671 0.046
H -1.86857 4.64264 2.05613 0.124
H -1.16145 3.07789 0.13912 0.056
F -0.39019 -5.59270 6.45191 0.020
C 0.21066 -4.82033 5.50431 -0.292
C 1.58373 -4.69415 5.53073 -0.027
C 2.18776 -3.90961 4.55519 -0.111
C 1.43596 -3.26320 3.57956 -0.361
C 0.05018 -3.40424 3.60228 -0.119
C -0.57513 -4.19016 4.56329 -0.014
Sb 2.30036 -2.06723 2.02006 1.528
C 3.33747 -0.67395 3.25577 -0.385
C 4.39888 0.04286 2.70888 -0.153
C 5.05858 1.02219 3.43939 -0.028
C 4.63027 1.26807 4.72646 -0.283
F 5.26913 2.22453 5.45407 0.025
C 3.56829 0.59939 5.29812 -0.008
C 2.91841 -0.37411 4.54841 -0.108
C 4.01059 -3.41691 1.84772 -0.374
C 5.15646 -3.38054 2.63976 -0.127
C 6.16893 -4.32484 2.50259 -0.026
C 6.01758 -5.31221 1.55266 -0.297
F 6.99959 -6.24591 1.41352 0.020
C 4.91151 -5.38495 0.73304 -0.030
C 3.91744 -4.42577 0.88848 -0.133
H 2.15737 -5.19824 6.29773 0.108
H 3.26711 -3.80591 4.56356 0.091
H -0.55465 -2.85735 2.88537 0.049
H -1.65152 -4.29738 4.60048 0.113
H 4.70853 -0.12929 1.68336 0.100
H 5.85646 1.61033 3.00699 0.108
H 3.23751 0.85808 6.29528 0.115
H 2.04899 -0.86551 4.96791 0.094
H 5.27330 -2.59598 3.37980 0.093
H 7.06016 -4.30045 3.11670 0.109
H 4.83964 -6.17003 -0.00853 0.109
H 3.04865 -4.47090 0.23783 0.090
C -1.13912 4.98895 -2.78448 -0.231
Si -2.72997 4.09054 -2.34191 0.236
C -3.96688 4.50166 -3.69855 -0.223
C -3.37244 4.81347 -0.71521 -0.226
As -2.16236 1.84364 -1.99838 0.819
Si -2.31266 0.95151 -4.17626 0.259
C -1.95727 -0.87798 -4.08834 -0.206
C -1.05553 1.81244 -5.26173 -0.205
C -4.01029 1.18093 -4.97030 -0.215
Si -4.15774 1.01230 -1.02386 0.250
C -4.48445 -0.71680 -1.66338 -0.232
C -3.94152 1.02207 0.83382 -0.229
C -5.68591 2.05403 -1.40509 -0.221
H -1.29938 6.07168 -2.77175 0.027
H -0.78630 4.71032 -3.77951 0.014
H -0.33752 4.75704 -2.08001 0.022
H -4.15908 5.57929 -3.65647 0.027
H -4.91655 3.97956 -3.58185 0.012
H -3.56503 4.27187 -4.68688 0.014
H -4.34132 5.29630 -0.86632 0.026
H -2.68171 5.57415 -0.34166 0.028
H -3.49739 4.06735 0.07051 -0.006
H -1.28570 -1.12441 -3.26430 0.003
H -1.47666 -1.19558 -5.01930 0.037
H -2.87659 -1.45349 -3.96384 0.021
H -0.03448 1.58973 -4.94661 0.008
H -1.18288 2.89750 -5.25834 0.010
H -1.18634 1.46178 -6.29107 0.032
H -4.82972 0.98144 -4.27962 0.000
H -4.09699 0.47325 -5.80144 0.029
H -4.14041 2.18778 -5.36981 0.006
H -3.56840 -1.30156 -1.74250 -0.013
H -4.97996 -0.68217 -2.63679 0.017
H -5.13788 -1.24262 -0.96104 0.034
H -2.99181 0.58024 1.14135 -0.023
H -4.74480 0.43755 1.29288 0.035
H -3.99532 2.03591 1.23694 0.019
H -5.91166 2.10578 -2.47108 0.006
H -5.59187 3.07228 -1.02256 0.010
H -6.54213 1.58993 -0.90323 0.029
S 3.88604 3.10500 0.37444 0.414
C 2.83360 1.85084 0.38689 -0.999
N 2.09062 0.95036 0.41230 -0.048
```

Computed properties:
Net charge: -2
HOMO level (alpha / beta) in eV: -0.53 / -2.93
HOMO-LUMO gap (alpha / beta) in eV: 4.3 / 6.7
2S+1: 2
DFT total energy in eV: -186979.25235
Lowest unoccupied orbital energy (alpha / beta) in eV: 3.79 / 3.79

---

ORCA calculation (ωB97M-V with the def2-TZVPD basis set) on an isolated molecule of C25H17FN4O2.

The geometry in XYZ format:
```
49
Properties=species:S:1:pos:R:3:lowdin_charge:R:1
O -2.23063 -1.72122 -1.87706 0.067
F 0.41471 -3.05988 3.42824 0.091
N 0.83455 -0.26964 -2.97261 0.168
N -1.57189 -2.13894 4.09502 0.136
N -0.01346 4.02235 3.43302 0.157
O -1.65109 2.57087 2.72334 0.043
C -1.30110 -0.91941 -1.86132 -0.232
C -0.25449 -0.98419 -2.94985 -0.167
C 1.19610 4.24850 4.00138 -0.128
C -2.36006 -1.08601 4.43852 -0.090
C -0.31073 -1.99271 3.77638 -0.343
C -0.52430 2.78338 3.43919 -0.297
C 1.89516 3.23276 4.63201 -0.059
C 3.39394 -0.80410 -5.66790 -0.101
C 2.74784 -1.85686 -6.33501 -0.088
C 2.83294 -0.22279 -4.53183 -0.013
C -0.29038 1.70833 0.83184 0.012
C -2.62704 1.11680 1.10437 0.002
C -0.21662 0.86075 -0.29462 -0.003
C -2.55417 0.25193 0.01752 0.000
C 1.31768 1.92890 4.71533 0.004
C -1.81054 0.19009 4.49154 -0.004
C 0.29851 -0.73078 3.77105 0.058
C 1.46120 -2.23418 -5.91119 -0.022
C 1.55996 -0.63690 -4.11975 -0.208
C -1.50799 1.83703 1.56328 -0.217
C -1.32733 0.05347 -0.69854 -0.115
C 0.11317 1.68980 4.08740 -0.127
C -0.46822 0.36072 4.10400 -0.190
C 0.86386 -1.62537 -4.80689 -0.180
N -0.28471 -1.86218 -4.07531 -0.004
C -1.30190 -2.87290 -4.39252 -0.010
H 1.71485 5.21230 3.87496 0.112
H -3.38266 -1.22551 4.77095 0.108
H 2.90705 3.43052 5.03398 0.108
H 4.42458 -0.57171 -5.96674 0.103
H 3.21970 -2.36587 -7.19309 0.108
H 3.37199 0.52388 -3.98522 0.103
H 0.58207 2.28904 1.10787 0.114
H -3.55309 1.15872 1.65433 0.117
H 0.76295 0.83808 -0.77282 0.097
H -3.44471 -0.28894 -0.27482 0.114
H 1.88379 1.16477 5.27954 0.131
H -2.41232 1.06397 4.73089 0.124
H 1.35283 -0.61876 3.44529 0.142
H 0.95467 -3.02879 -6.48960 0.107
H -2.25063 -2.38896 -4.68878 0.101
H -0.98531 -3.55827 -5.18673 0.083
H -1.46875 -3.47213 -3.49905 0.085
```

Computed properties:
HOMO level in eV: -8.67
HOMO-LUMO gap in eV: 8.2
DFT total energy in eV: -38973.51062
Lowest unoccupied orbital energy in eV: -0.44
SMILES: Cn1c(C(=O)c2ccc(Oc3ncccc3-c3ccnc(F)c3)cc2)nc2ccccc21

---

ORCA calculation (ωB97M-V with the def2-TZVPD basis set) on a structure of composition C20H33AlAs3Cl3GeNS.

The geometry in XYZ format:
```
63
Properties=species:S:1:pos:R:3:lowdin_charge:R:1
Al -0.29647 -1.12948 1.17778 -0.104
S -1.18230 -2.95281 5.07792 1.010
C -1.02240 -4.25211 3.96070 -0.376
C -0.65196 -3.82006 2.73101 -0.198
C -0.57216 -2.39843 2.63380 -0.284
C -0.86911 -1.78665 3.85875 -0.564
C -0.78097 -0.30782 3.97826 -0.295
C -0.80842 0.41859 5.18771 0.009
C -0.72644 1.82243 5.13438 0.002
C -0.57538 2.46964 3.89074 -0.033
C -0.37753 1.64514 2.86907 -0.172
N -0.54159 0.32571 2.80472 0.036
H -1.24370 -5.30842 4.17807 0.099
H -0.59882 -4.51614 1.87793 0.112
H -0.90987 -0.27584 6.09636 0.141
H -0.69733 2.44803 6.04500 0.134
H -0.42966 3.51502 3.89899 0.114
H -0.13053 2.10123 1.93290 0.083
C -2.82136 1.59164 -0.02241 -0.269
As -1.83659 0.04054 -0.48727 1.117
C -3.12114 -0.99453 -1.49986 -0.272
C -0.64498 0.33808 -2.04991 -0.324
C 0.67351 1.14392 -1.94675 -0.616
C 0.49244 2.50473 -1.19335 -0.039
C 1.84000 0.21919 -1.47336 -0.361
As 1.97742 -0.16099 0.42655 1.167
C 3.41899 -1.42860 0.43623 -0.224
C 2.75080 1.53984 1.26132 -0.212
C 1.08520 1.61857 -3.32902 -0.352
As 1.73434 0.48057 -4.69759 1.382
C 0.43725 -0.15502 -5.97853 -0.258
C 2.94920 -0.97652 -4.29693 -0.255
H -3.76838 1.76925 -0.58894 0.076
H -2.19388 2.49139 -0.16386 0.036
H -3.15504 1.60502 0.96813 -0.053
H -4.05827 -1.12766 -0.95607 -0.018
H -2.72828 -1.94688 -1.86896 0.040
H -3.33201 -0.35467 -2.35590 0.039
H -1.36503 0.93819 -2.64287 0.086
H -0.55126 -0.59604 -2.58597 0.057
H 0.22822 2.43007 -0.16618 0.031
H -0.20480 3.20026 -1.61591 0.095
H 1.46443 3.01869 -1.25347 0.104
H 2.69936 0.76841 -1.82660 0.079
H 1.77661 -0.69574 -2.03622 0.022
H 4.22361 -1.11524 1.08457 0.052
H 3.66752 -1.36252 -0.60175 0.020
H 2.99034 -2.33209 0.75241 0.011
H 3.66784 1.84825 0.77828 0.030
H 3.03549 1.36026 2.30275 0.042
H 1.98855 2.33170 1.13460 0.005
H 1.81472 2.36987 -3.23717 0.070
H 0.16530 2.06048 -3.76084 0.111
H -0.13366 0.72586 -6.28374 0.032
H -0.27336 -0.92233 -5.59687 0.061
H 1.03369 -0.49711 -6.94082 0.100
H 3.88621 -0.47859 -3.81120 0.090
H 3.24592 -1.53132 -5.16484 0.033
H 2.43755 -1.81191 -3.78237 0.059
Cl -4.16179 0.57891 3.29556 -0.075
Ge -4.30489 -1.69966 3.63459 0.495
Cl 0.05410 -2.65066 -0.60275 0.147
Cl -4.66925 -2.13365 1.40919 -0.072
```

Computed properties:
Net charge: +2
HOMO level (alpha / beta) in eV: -13.31 / -13.31
HOMO-LUMO gap (alpha / beta) in eV: 8.0 / 4.8
2S+1: 2
DFT total energy in eV: -316784.63185
Lowest unoccupied orbital energy (alpha / beta) in eV: -5.34 / -8.55

---

ORCA calculation (ωB97M-V with the def2-TZVPD basis set) on a cluster of 3 separate species, C2H8O3 in total.

The geometry in XYZ format:
```
13
Properties=species:S:1:pos:R:3:lowdin_charge:R:1
C 1.88479 1.39471 -1.92195 0.274
C 1.07534 0.74254 -2.83617 -0.077
O 0.29977 -0.23139 -2.50128 0.195
H 2.50122 2.27903 -2.08499 0.120
H 1.92996 1.05621 -0.88367 0.122
H 0.99740 0.88994 -3.91072 0.167
H 0.58825 -0.78394 -1.74819 0.183
H -2.63871 0.40981 -1.19509 0.044
H -2.45667 1.94146 -1.22783 0.037
O -2.24192 1.15495 -0.71581 -0.065
H -0.68755 -2.15097 7.09591 0.033
H -0.06879 -3.47849 6.65639 0.035
O -0.26643 -2.58537 6.34705 -0.068
```

Computed properties:
Net charge: +1
HOMO level (alpha / beta) in eV: -13.09 / -13.09
HOMO-LUMO gap (alpha / beta) in eV: 7.9 / 4.2
2S+1: 2
DFT total energy in eV: -8335.98582
Lowest unoccupied orbital energy (alpha / beta) in eV: -5.14 / -8.92

---

ORCA calculation (ωB97M-V with the def2-TZVPD basis set) on a structure of composition C12H29AsN3O2PS6W.

The geometry in XYZ format:
```
55
Properties=species:S:1:pos:R:3:lowdin_charge:R:1
W 1.31668 0.33675 -1.37986 0.737
C 2.11282 0.55173 1.96741 -0.157
C 1.93030 1.95422 1.45714 -0.237
N 2.38451 2.05089 0.06210 -0.169
C 3.86430 2.14967 -0.04894 -0.152
C 4.38382 1.22918 -1.11477 -0.221
N 3.71012 -0.07029 -1.02006 -0.192
C 4.11808 -0.86189 0.16970 -0.146
C 2.92220 -1.46078 0.86694 -0.231
N 1.83562 -0.47057 0.92572 -0.159
H 1.46026 0.41002 2.82636 0.146
H 3.13356 0.40722 2.31727 0.124
H 2.47948 2.64887 2.09403 0.147
H 0.89086 2.24134 1.49265 0.045
H 1.98776 2.90264 -0.31019 0.075
H 4.29896 1.91296 0.92114 0.125
H 4.16304 3.16798 -0.29152 0.148
H 5.46618 1.12951 -1.01925 0.150
H 4.17522 1.63325 -2.10090 0.062
H 3.97816 -0.58133 -1.84851 0.005
H 4.67885 -0.21685 0.84446 0.122
H 4.78278 -1.67131 -0.12595 0.148
H 3.20894 -1.78905 1.86672 0.145
H 2.56875 -2.32968 0.32894 0.050
H 0.98601 -0.95835 1.17618 0.098
S 3.08458 -0.16730 -3.98968 0.092
As 1.22831 -1.09808 -3.89923 0.404
S 1.41935 -1.96020 -1.78115 0.214
S 1.60692 2.24525 -2.78701 0.191
S -0.10294 1.15889 -3.11858 0.029
C -4.18884 2.37109 0.21177 -0.064
C -3.80905 1.27914 1.18865 -0.407
C -4.97538 0.76127 1.98976 -0.031
O -3.23994 0.07604 0.49855 -0.286
P -2.26857 0.00114 -0.71419 -0.053
S -2.87672 0.52183 -2.47740 0.361
S -0.54542 1.10118 -0.02535 0.433
O -1.63994 -1.43606 -0.64005 -0.397
C -2.33043 -2.75886 -0.64648 -0.401
C -3.76098 -2.71666 -1.14197 -0.050
C -2.19052 -3.31265 0.74930 -0.033
H -4.54893 3.23239 0.77743 0.103
H -4.98098 2.03753 -0.45774 0.093
H -3.33693 2.69870 -0.38640 0.054
H -3.01715 1.62313 1.85315 0.131
H -5.81544 0.51803 1.33545 0.099
H -5.29638 1.52995 2.69415 0.101
H -4.69657 -0.12906 2.55508 0.090
H -1.71905 -3.33174 -1.34331 0.136
H -4.39395 -2.12631 -0.47851 0.087
H -4.14734 -3.73659 -1.16410 0.103
H -3.82288 -2.31660 -2.15030 0.066
H -2.77312 -2.72438 1.46203 0.091
H -1.14326 -3.31600 1.05989 0.078
H -2.55570 -4.34117 0.76941 0.101
```

Computed properties:
Net charge: +2
HOMO level in eV: -14.36
HOMO-LUMO gap in eV: 5.8
DFT total energy in eV: -158433.68906
Lowest unoccupied orbital energy in eV: -8.59

---

ORCA calculation (ωB97M-V with the def2-TZVPD basis set) on a structure of composition C20H22N6O2S3SbSe4Tc.

The geometry in XYZ format:
```
59
Properties=species:S:1:pos:R:3:lowdin_charge:R:1
Tc -1.21180 -0.34493 -0.22757 0.860
C -1.21855 0.75179 5.94936 -0.069
C -0.83025 1.72838 4.85358 -0.205
N -1.66259 1.60592 3.65179 0.014
C -1.39641 0.76861 2.65659 -0.672
S -2.50671 0.93794 1.20332 0.508
N -0.38801 -0.03611 2.67629 0.044
N -0.12804 -0.65905 1.48008 -0.134
C 0.95867 -1.35215 1.36232 -0.223
C 1.87753 -1.63803 2.49658 0.012
C 1.30537 -1.78839 -0.00757 -0.210
C 2.47559 -2.46839 -0.28667 0.021
C 2.80495 -2.73595 -1.61138 -0.001
C 1.95775 -2.31370 -2.61571 0.003
C 0.78491 -1.65840 -2.26733 -0.079
N 0.46326 -1.41228 -1.00060 -0.043
H -0.56198 0.88117 6.80903 0.087
H -1.12089 -0.27487 5.60118 0.034
H -2.24470 0.91310 6.27954 0.083
H 0.20411 1.58074 4.54553 0.117
H -0.92764 2.75845 5.19274 0.127
H -2.45491 2.21954 3.55460 0.132
H 1.51054 -1.19280 3.41388 0.078
H 2.87063 -1.24093 2.27934 0.104
H 1.97690 -2.71747 2.62944 0.108
H 3.13568 -2.77534 0.51093 0.124
H 3.71990 -3.26309 -1.84566 0.129
H 2.18268 -2.48990 -3.65766 0.127
H 0.08272 -1.31677 -3.01523 0.121
O 2.82770 0.90300 -0.25759 0.053
C 2.81610 1.86850 -1.23167 -0.243
C 3.97940 2.55448 -1.55912 -0.009
C 3.98467 3.48476 -2.58258 -0.049
C 2.82634 3.73851 -3.30823 -0.060
C 1.67016 3.06101 -2.98246 -0.010
C 1.64021 2.13218 -1.93719 -0.087
C 0.37430 1.46288 -1.61933 -0.422
O 0.10054 1.16484 -0.37971 -0.193
N -0.48836 1.22680 -2.56822 0.049
N -1.62602 0.63932 -2.02580 -0.263
C -2.71155 0.86686 -2.69788 -0.903
S -2.68858 1.70356 -4.21319 1.016
C -4.49361 1.87484 -4.30938 -0.484
C -5.13079 0.66107 -3.66562 -0.471
S -4.25844 0.34356 -2.10281 0.889
H 3.71673 0.88264 0.11736 0.114
H 4.89047 2.35165 -1.00587 0.122
H 4.90060 4.01090 -2.81539 0.118
H 2.82957 4.46250 -4.11026 0.113
H 0.75200 3.25079 -3.52184 0.116
H -4.75857 1.94581 -5.36321 0.093
H -4.78647 2.79544 -3.80677 0.089
H -5.04064 -0.22385 -4.29348 0.090
H -6.17951 0.83073 -3.42783 0.093
Se -2.15432 -2.71241 3.85203 0.038
Sb -3.10539 -3.96334 2.20425 0.585
Se -4.35721 -0.06852 2.09395 0.269
Se -2.56804 -2.12923 -0.52903 0.187
Se -4.63281 -2.01127 0.90146 -0.039
```

Computed properties:
Net charge: +2
HOMO level (alpha / beta) in eV: -12.95 / -12.95
HOMO-LUMO gap (alpha / beta) in eV: 5.2 / 5.2
DFT total energy in eV: -336747.78213
Lowest unoccupied orbital energy (alpha / beta) in eV: -7.71 / -7.71

---

no.,strongest force on any atom (eV/Å),molar mass (g/mol)
1,0.36,1308.6
2,2.66,424.4
3,3.59,750.3
4,1.67,80.1
5,2.82,729.5
6,0.41,1010.2